No. 1
The following is a quantum chemistry calculation of 21 unconnected molecules or ions with the total composition H41O21, from OMol25.

Geometry (Å):
H -1.695569 -4.139862 1.057839
H 1.647663 -2.924023 0.431560
O 1.070746 4.262973 0.219197
H -2.660704 4.212403 -0.380720
H 1.633645 -2.219751 4.562369
O 3.592371 -2.851919 -2.629562
H -1.500052 -0.760461 -2.226499
O -2.314834 -3.689574 1.572706
O -1.839003 0.785988 -3.464971
H 0.073740 1.499316 3.711651
H 1.415924 3.550717 -0.315230
O 0.578479 -0.715954 0.149415
O -0.489384 1.420415 -1.480176
O -3.843606 -2.523285 3.240386
H 0.320072 -1.520312 4.625823
H -2.356342 -0.544480 1.949626
O -0.894892 1.513998 3.707815
O -1.902804 4.907871 -0.337750
H 2.164884 0.871172 0.045465
H -1.079401 4.399252 -0.198149
H 3.571950 2.563770 1.957389
H 3.262748 -2.011001 -2.391132
H 3.479282 1.509694 -0.610976
H 2.296521 -1.129213 -0.742855
H -1.988146 1.407031 -2.633999
O 0.058409 1.781834 -3.911597
H 0.242854 -0.505694 0.922989
H -3.059294 -2.927468 3.139281
H 3.794337 -2.802728 0.696449
H -0.642301 -2.880447 -3.871452
H 4.016465 -2.547688 2.249144
H -1.280994 1.418707 -4.009314
H 1.469322 0.061163 -1.426930
H -2.892396 0.745630 0.735518
H -0.953381 1.361308 2.695098
O 4.165944 -3.046883 1.532553
O -0.322375 -2.040212 -4.270495
O -4.224730 0.720192 -1.042339
H 1.580341 -1.639003 0.289449
O -2.443888 1.652626 0.821534
H -3.877020 1.616136 -0.971850
H 0.896805 1.139495 -3.961489
H -3.214762 -3.736638 1.426687
H 3.269647 -3.488205 -1.846005
O -2.506830 -0.540032 2.849767
H 4.558249 1.644609 1.324986
H -1.387909 -1.460776 -0.959484
H -0.683645 -1.273818 -3.780336
H -3.788843 -1.461795 3.086762
O 1.000457 -1.947291 3.902558
H -1.760268 1.672569 0.061221
H -3.668993 0.501338 -1.789051
O 2.750736 1.622965 -0.057732
O -2.024943 -0.867307 -1.443878
H 1.850617 4.758687 0.464739
O 4.350991 2.162628 2.027027
O 2.302432 -2.412129 0.021864
H -0.335975 0.506290 -1.655815
H 0.269456 1.620448 -0.792390
H -0.022344 2.678009 -3.861394
H -2.552165 0.391194 2.940932
O 2.522707 -0.352481 -1.356231

Forces on atoms 1 to 2 (eV/Å):
H 0.5 -1.3 -1.6
H -1.0 -2.7 0.8

LUMO (eV): 2.0
Maximum force (hartree/bohr): 0.14849
Charge: -1
Energy above the lowest of the compared OMol25 structures with the same formula, charge and spin (kJ/mol): 970.3
E_tot (eV): -43658.31651
HOMO-LUMO gap (eV): 9.36

---

No. 2
The following is a quantum chemistry calculation of 12 unconnected molecules or ions with the total composition C4H32N2O13, from OMol25.

Geometry (Å):
O -2.893807 2.383196 0.733313
C -1.417919 -0.714173 3.218371
H 2.039928 -0.164385 1.002796
H 2.965621 -1.664543 1.683241
H -3.822196 1.127712 -2.288730
H -0.533127 -2.874843 -2.162384
O -0.430942 1.298921 1.345218
O 1.986832 -2.114507 -3.336698
C -0.095215 0.842342 -1.330504
C -0.543762 0.152660 0.932192
H 2.641681 -1.582415 -3.794364
O 1.727794 3.121016 1.046038
N -0.138964 -0.196047 -0.311293
N -1.434679 1.247899 -1.777714
H 0.182346 -1.600729 3.901027
H 1.654474 3.448326 0.131194
H -2.892378 3.225377 0.268073
O -3.528700 -1.806126 -1.371897
H -2.453862 -1.036500 3.221186
O -0.922177 -2.773865 -1.289600
H -1.713197 -1.505206 1.181914
H -3.995855 -0.949860 -1.340160
C -0.946441 -1.021301 1.778867
H 2.464753 3.034497 -1.951591
H -4.337557 1.505601 -0.844623
H -0.077801 -1.671782 1.885466
H 2.249394 0.043443 -2.039970
O -4.292551 0.812682 -1.519666
H 3.334247 0.597342 -1.070860
H 0.349276 1.727886 -0.890148
H -3.873796 -2.354635 -0.653923
H 2.502033 -2.432780 -0.067418
O -0.733746 -1.526830 4.168948
H -1.270225 0.325425 3.505330
H -2.103839 1.345489 -1.032510
H -1.701231 0.741122 -2.598667
H -1.992701 2.000272 0.744026
O 2.958493 0.685374 -1.951026
O 2.601089 0.292841 1.637208
H 2.289105 -2.217533 -2.420015
O 1.689905 3.544982 -1.686051
O 2.499934 -2.417694 2.066258
H 0.391033 0.487673 -2.224208
H -0.146331 -1.151733 -0.651636
H 3.880562 -1.807192 -0.685903
H 1.010904 3.442979 -2.352927
H 2.350036 1.224896 1.535837
H -1.876629 -2.590835 -1.399576
H 0.918864 2.751021 1.427101
O 2.922487 -1.787802 -0.656042
H 2.691817 -2.213838 2.987809

Forces on atoms 1 to 2 (eV/Å):
O -0.5 -0.4 -0.2
C 0.4 -0.5 -0.6

LUMO (eV): 0.1
Maximum force (hartree/bohr): 0.03874
Energy above the lowest of the compared OMol25 structures with the same formula, charge and spin (kJ/mol): 240.8
E_tot (eV): -34266.21008
HOMO-LUMO gap (eV): 9.76